This record from OMol25 describes a 10-piece molecular cluster, C26H72N4O10 overall at a distorted geometry. The level of theory is ωB97M-V/def2-TZVPD.

Geometry as XYZ:
```
112
Properties=species:S:1:pos:R:3:forces:R:3:lowdin_charge:R:1
C 0.304349 -5.601994 -27.185236 0.32 4.27 -7.62 -0.609
O 0.047111 -5.063259 -28.470772 1.14 -2.88 6.53 -0.163
N -0.484505 -6.407720 -26.561388 -2.76 -2.22 1.78 0.152
N 1.353100 -5.281465 -26.463552 3.10 1.02 0.46 0.161
H -1.325961 -6.705478 -27.031766 0.23 -0.54 0.14 0.127
H -0.125262 -6.923017 -25.736937 -0.61 -0.08 -1.04 0.102
H 2.128089 -4.852695 -26.993365 -0.87 -0.25 0.70 0.134
H 1.531160 -5.696626 -25.491643 -0.03 0.68 -2.11 0.079
C -3.472391 -8.667698 -25.569425 4.95 -0.53 0.44 -0.543
O -2.105445 -8.666150 -25.565217 -5.56 0.66 -0.21 -0.101
N -4.112330 -9.723637 -25.096455 1.55 -2.59 1.19 0.189
N -4.187165 -7.653654 -25.981606 -0.55 1.20 -0.81 0.212
H -3.454882 -10.418781 -24.629770 -1.18 0.89 -0.88 0.095
H -5.097053 -9.930648 -25.074505 0.11 0.64 -0.25 0.071
H -3.707730 -6.776315 -26.125738 -0.01 -0.09 -0.16 0.078
H -5.211308 -7.659020 -25.968507 0.53 0.07 0.03 0.095
C -0.520071 -6.751227 -22.782204 -0.16 3.15 1.04 0.002
C 0.419021 -5.726298 -23.467849 -5.29 2.45 5.86 -0.589
C 1.005078 -4.803003 -22.446985 -1.43 0.45 1.10 -0.017
O 1.417984 -6.210101 -24.046562 5.24 -3.87 -5.90 -0.003
H -0.033660 -7.476787 -22.192237 0.84 -1.30 0.03 0.075
H -1.118657 -7.047848 -23.568870 -1.51 -1.80 -1.12 0.027
H -1.153245 -6.219480 -22.021279 0.31 -0.13 -0.87 0.104
H -0.138591 -5.209920 -24.197896 -0.96 1.06 -0.71 0.111
H 1.920981 -4.450034 -22.788280 1.51 1.11 -0.84 0.070
H 1.237796 -5.289763 -21.516114 -0.17 -0.54 0.55 0.089
H 0.334180 -4.008795 -22.250324 -0.52 1.09 0.54 0.078
H 1.922856 -6.658141 -23.429963 2.06 -1.81 1.48 0.118
C -4.130107 -3.879412 -26.849174 -0.75 -0.47 -1.27 -0.033
C -2.767588 -4.083911 -26.165564 0.23 7.73 -4.76 -0.607
C -2.564286 -2.894751 -25.224637 -0.42 0.43 1.06 -0.030
O -2.642958 -5.155010 -25.502055 1.01 -6.83 3.94 -0.074
H -4.880797 -3.412177 -26.176614 0.51 -0.35 -0.24 0.073
H -4.555349 -4.868350 -27.196365 0.42 0.95 0.28 0.083
H -4.075360 -3.220782 -27.774720 0.18 -0.80 1.20 0.110
H -1.927473 -4.098510 -26.921723 -1.02 0.65 -0.04 0.150
H -2.574209 -1.883286 -25.627303 -0.33 -0.12 -0.43 0.084
H -1.626283 -2.954216 -24.688880 0.48 -0.30 0.10 0.065
H -3.355965 -2.978716 -24.438323 0.42 0.24 -0.51 0.088
H -1.674568 -5.370910 -25.602316 -1.11 -0.80 0.57 0.089
C 0.390566 -11.131633 -25.675911 -0.16 -1.35 0.66 -0.030
C 1.069772 -9.792315 -25.392168 1.95 -3.22 -3.91 -0.597
C 1.490556 -9.035187 -26.617039 0.43 0.46 -1.95 -0.049
O 0.261430 -9.050187 -24.750194 -2.86 4.38 5.45 -0.035
H 0.884206 -11.759021 -26.370186 1.34 -0.68 -0.62 0.060
H -0.573416 -11.108726 -26.165208 -0.59 0.99 0.16 0.067
H 0.239928 -11.759777 -24.754167 0.25 0.80 -0.60 0.089
H 1.973247 -9.980912 -24.852404 0.72 -0.25 0.89 0.132
H 0.636939 -8.818197 -27.307076 0.56 -0.43 0.47 0.101
H 2.278291 -9.552337 -27.155193 0.03 -0.26 -0.42 0.075
H 1.931737 -8.047514 -26.396884 -0.24 -0.36 0.41 0.070
H -0.645353 -9.033957 -25.057574 -0.98 -0.31 -0.39 0.011
C -6.271157 -5.469397 -22.054863 -0.26 -0.99 -1.41 -0.009
C -4.966381 -5.452282 -22.844193 2.24 -1.22 8.34 -0.620
C -4.178333 -6.726129 -22.617364 -1.09 -0.16 1.24 -0.025
O -5.093603 -5.262286 -24.065304 -1.59 1.54 -10.88 -0.029
H -6.734240 -4.536808 -22.338745 -0.83 0.13 0.21 0.080
H -6.154083 -5.548710 -20.986209 0.36 0.22 0.29 0.078
H -6.856777 -6.371262 -22.368287 0.10 0.88 0.07 0.083
H -4.437427 -4.554757 -22.502782 0.66 -0.11 1.28 0.144
H -4.118757 -6.845743 -21.540598 0.60 -0.28 0.13 0.082
H -3.244976 -6.761459 -23.121341 1.08 0.32 -0.16 0.055
H -4.711244 -7.596980 -23.000737 -0.45 0.18 -0.07 0.067
H -4.234747 -5.288194 -24.573952 -0.79 0.02 0.94 0.101
C -8.831284 -5.973615 -24.877751 -0.53 -0.89 0.91 -0.035
C -7.844767 -6.163771 -26.034743 -6.34 2.73 -2.09 -0.593
C -7.578373 -4.862498 -26.803369 -2.71 -0.77 -0.61 -0.027
O -6.736395 -6.665843 -25.671091 6.16 -2.92 2.12 -0.051
H -8.665541 -6.746728 -24.113488 0.10 -0.29 -0.41 0.062
H -9.903570 -6.088797 -25.126477 0.57 0.49 -0.19 0.087
H -8.649687 -5.094550 -24.288082 -0.08 0.96 -0.07 0.063
H -8.356226 -6.870734 -26.690009 0.07 -0.12 -0.41 0.142
H -8.517704 -4.470952 -27.286717 0.85 0.01 0.84 0.106
H -6.947382 -5.104808 -27.609735 1.07 -0.19 -1.02 0.055
H -7.098723 -4.189260 -26.144665 0.32 1.10 0.60 0.057
H -6.187888 -6.009679 -25.198168 0.02 -0.18 0.42 0.073
C -3.342157 -13.455658 -22.795077 -0.18 -0.66 -0.78 -0.022
C -2.482810 -12.750303 -23.844451 2.01 -7.21 -0.13 -0.628
C -2.880836 -13.109396 -25.235173 -0.56 -0.51 0.42 -0.023
O -2.418913 -11.492758 -23.769071 -2.12 6.75 -2.10 -0.008
H -4.397348 -13.534964 -23.118646 0.53 -0.11 0.12 0.068
H -3.335516 -12.949932 -21.851341 0.19 0.33 0.64 0.063
H -2.888341 -14.445820 -22.676272 -0.51 -0.01 0.19 0.087
H -1.400689 -13.127992 -23.734558 -1.13 -0.24 0.09 0.157
H -2.917647 -14.189627 -25.234185 -0.37 -0.31 -0.64 0.090
H -2.137826 -12.748968 -25.912796 0.34 0.17 -0.62 0.067
H -3.844830 -12.633133 -25.433236 -0.07 -0.34 -0.28 0.083
H -1.925991 -11.209157 -23.074376 2.17 1.65 3.17 0.070
C -3.319911 -9.531680 -21.581171 -2.56 -0.26 1.24 -0.040
C -2.519434 -8.942566 -20.465081 -9.65 3.23 -0.48 -0.678
C -3.226051 -9.217352 -19.131146 -2.78 0.32 -1.14 -0.019
O -1.413534 -9.416794 -20.325046 12.08 -5.55 -0.24 0.056
H -4.321216 -9.117203 -21.373837 0.07 -0.24 -0.22 0.079
H -3.483490 -10.586308 -21.469601 0.28 -0.82 0.03 0.074
H -3.193402 -9.282147 -22.594895 1.14 0.42 -1.16 0.048
H -2.447793 -7.926039 -20.766456 -0.49 1.82 0.36 0.108
H -2.719008 -8.736403 -18.344315 0.62 0.65 1.13 0.060
H -3.232513 -10.294426 -18.956808 0.17 0.00 -0.08 0.091
H -4.293313 -8.898274 -19.152010 0.62 -0.02 0.30 0.090
H -0.875615 -8.923487 -19.724441 0.61 0.24 0.52 0.123
C -6.514125 -11.859083 -23.655338 0.25 1.16 -1.00 -0.044
C -7.499097 -10.849121 -23.108714 4.87 1.38 1.12 -0.604
C -6.999865 -9.483015 -23.516341 1.44 0.05 0.18 -0.044
O -8.739234 -11.032047 -23.403936 -6.00 -1.07 -2.36 0.031
H -6.482509 -11.858047 -24.760406 -0.44 -0.19 0.32 0.104
H -6.723130 -12.812251 -23.270951 -0.08 -1.58 0.33 0.064
H -5.528677 -11.525758 -23.371528 0.47 -0.29 0.44 0.052
H -7.494280 -10.867970 -22.030652 1.16 0.00 1.02 0.140
H -5.924346 -9.486382 -23.231606 -0.71 0.42 0.15 0.058
H -7.494594 -8.683188 -23.006851 -0.38 0.52 0.30 0.066
H -6.978314 -9.244567 -24.579073 -0.54 -0.28 -0.23 0.081
H -9.027577 -11.874719 -23.045497 -0.30 -0.04 -0.11 0.117
```
Forces are in eV/Å.

Results
LUMO energy = 0.30 eV
Electronic energy = -54558.393 eV
HOMO-LUMO gap = 9.0 eV
Energy above the lowest of the compared OMol25 structures with the same formula, charge and spin = 765.7 kJ/mol
Multiplicity = 1
Maximum force = 0.259 Eh/bohr
SMILES string = NC(N)=O.NC(N)=O.CC(C)O.CC(C)O.CC(C)O.CC(C)O.CC(C)O.CC(C)O.CC(C)O.CC(C)O